{
  "formula": "C39H35N2O4",
  "method": "wB97M-V/def2-TZVPD",
  "symbols": ["C", "C", "C", "H", "C", "C", "C", "H", "H", "C", "C", "O", "H", "C", "C", "C", "C", "H", "H", "H", "H", "C", "H", "O", "H", "O", "C", "H", "H", "C", "H", "H", "H", "C", "H", "C", "H", "H", "C", "C", "H", "C", "C", "C", "C", "H", "H", "C", "H", "H", "H", "C", "C", "H", "C", "H", "C", "C", "N", "H", "H", "H", "N", "C", "H", "H", "C", "H", "H", "C", "C", "C", "C", "C", "C", "C", "H", "H", "C", "O"],
  "positions_angstrom": [[5.162, -2.887, 5.916], [-0.177, -1.775, 8.763], [-3.854, 0.357, 2.017], [5.246, 0.214, 2.434], [1.156, -1.391, 8.212], [-1.282, 0.313, 2.390], [8.294, -1.729, 7.635], [-2.230, -4.269, 1.637], [6.555, -2.126, 9.940], [-3.734, 3.149, 2.323], [3.203, -2.294, 7.232], [1.757, 3.206, 3.298], [7.512, -3.260, 3.425], [7.024, -2.722, 4.243], [-2.088, 0.878, 10.802], [-1.061, 1.847, 10.849], [1.959, 2.166, 2.703], [-3.073, 1.122, 11.208], [4.507, 3.190, 2.820], [-3.662, 4.226, 2.418], [8.864, -2.103, 5.199], [5.448, -1.859, 8.138], [-2.605, -1.169, 10.267], [-0.774, -2.825, 8.578], [3.180, -3.470, 5.410], [3.177, 1.664, 2.324], [-0.141, -3.864, 2.018], [3.680, -1.725, 9.308], [-3.929, -0.705, 1.771], [4.080, -1.991, 8.332], [5.767, 1.632, 1.490], [-1.265, 2.827, 11.290], [-5.989, 0.613, 2.045], [5.716, -3.406, 4.623], [4.213, 1.954, 4.125], [1.810, -1.965, 7.134], [5.850, -0.521, 9.768], [-2.945, -1.933, 1.879], [0.788, -2.880, 2.406], [-0.963, -1.136, 2.375], [-1.611, 2.918, 2.349], [-1.852, -0.384, 10.235], [6.004, -2.240, 6.873], [1.569, -0.116, 8.880], [0.937, 1.190, 2.222], [1.114, -0.824, 2.969], [0.173, -4.896, 1.812], [-1.488, -3.498, 1.880], [8.678, -2.637, 8.138], [4.976, -3.244, 3.829], [1.840, -3.146, 2.524], [-4.982, 2.518, 2.254], [-0.628, -0.628, 9.612], [-5.907, 3.094, 2.311], [0.200, 1.551, 10.322], [7.561, 0.208, 8.257], [0.388, 0.332, 9.672], [6.361, -1.320, 9.213], [-0.281, 1.192, 2.612], [1.311, 0.538, 1.416], [9.162, -1.253, 7.157], [8.284, -3.704, 5.679], [7.335, -2.071, 6.604], [3.810, -2.993, 6.161], [1.022, 2.260, 10.404], [6.801, -1.709, 3.882], [7.704, -0.795, 8.682], [1.280, -2.242, 6.207], [5.860, -4.496, 4.691], [-5.026, 1.124, 2.100], [0.375, -1.562, 2.636], [-2.592, 0.977, 2.221], [-1.896, -2.163, 2.046], [7.958, -2.674, 5.441], [4.356, 2.123, 3.045], [-2.566, 2.393, 2.292], [6.360, 1.405, 3.161], [8.419, -0.688, 9.507], [5.496, 1.285, 2.501], [2.633, 0.483, 8.784]],
  "total_charge": -1,
  "homo_lumo_gap_ha": 0.110,
  "lumo_energy_ev": 0.8,
  "e_above_lowest_kj_mol": 0.0,
  "multiplicity": 1
}